Here is a molecular structure, C49H38AsIrN5O11S4 from the Open Molecules 2025 dataset. Energies are from wB97M-V/def2-TZVPD.

Geometry as ORCA input:
```
! wB97M-V def2-TZVPD RIJCOSX def2/J DEFGRID3
* xyz 0 2
Ir 0.935 -1.825 0.434
O 0.279 -1.504 6.418
C 0.444 -1.524 5.079
C 1.433 -0.776 4.438
C 1.513 -0.864 3.068
N 0.668 -1.631 2.399
C -0.260 -2.377 2.983
C -0.423 -2.340 4.345
C -1.007 -3.234 1.986
O -1.959 -3.909 2.296
O -0.518 -3.146 0.765
C 2.510 -0.179 2.158
O 3.369 0.552 2.595
O 2.318 -0.459 0.889
H 0.956 -0.954 6.831
H 2.131 -0.145 4.974
H -1.171 -2.949 4.832
O 3.671 -3.213 -1.831
As 1.988 -3.453 -2.187
O 1.712 -3.480 -3.783
O 1.134 -2.104 -1.468
C 1.297 -5.049 -1.335
C 0.592 -5.848 -2.230
C -0.060 -6.992 -1.796
C -0.025 -7.343 -0.457
C 0.681 -6.562 0.445
C 1.349 -5.427 0.010
S 2.312 -4.589 1.249
O 3.600 -5.211 1.289
O 1.527 -4.563 2.457
O 2.479 -3.181 0.683
H 3.794 -3.152 -0.871
H 0.564 -5.550 -3.271
H -0.601 -7.604 -2.507
H -0.545 -8.225 -0.108
H 0.715 -6.823 1.494
N 2.651 0.945 -1.795
S 2.372 3.817 -0.285
N 1.844 0.711 -2.489
S -1.059 2.028 -1.605
N -2.063 0.763 -1.683
S -1.708 -0.481 -0.719
N -0.460 -0.379 0.070
C -1.951 -1.862 -1.808
C -2.561 -3.018 -1.342
C -2.640 -4.114 -2.186
C -2.099 -4.048 -3.462
C -1.467 -2.894 -3.906
C -1.395 -1.788 -3.078
C -3.162 -0.569 0.323
C -2.965 -0.547 1.689
C -4.068 -0.565 2.534
C -5.345 -0.607 1.999
C -5.530 -0.630 0.618
C -4.437 -0.610 -0.230
C -1.335 2.721 -3.228
C -0.624 2.117 -4.259
C -0.804 2.571 -5.555
C -1.675 3.624 -5.808
C -2.370 4.222 -4.768
C -2.206 3.772 -3.465
C -1.832 3.252 -0.565
C -3.074 3.010 -0.007
C -3.611 3.951 0.862
C -2.908 5.110 1.154
C -1.666 5.343 0.577
C -1.117 4.410 -0.287
C 1.799 3.426 1.342
C 0.872 2.403 1.487
C 0.279 2.176 2.721
C 0.646 2.932 3.823
C 1.610 3.927 3.686
C 2.173 4.185 2.448
C 4.135 3.791 -0.127
C 4.794 2.860 0.667
C 6.179 2.858 0.704
C 6.911 3.758 -0.059
C 6.246 4.676 -0.862
C 4.861 4.701 -0.891
H -2.956 -3.080 -0.337
H -3.107 -5.024 -1.834
H -2.154 -4.912 -4.113
H -1.003 -2.864 -4.882
H -0.893 -0.888 -3.401
H -1.953 -0.504 2.073
H -3.925 -0.553 3.607
H -6.205 -0.628 2.656
H -6.530 -0.666 0.206
H -4.565 -0.624 -1.305
H 0.063 1.309 -4.049
H -0.257 2.108 -6.364
H -1.808 3.980 -6.821
H -3.047 5.042 -4.967
H -2.753 4.234 -2.656
H -3.607 2.102 -0.249
H -4.580 3.773 1.310
H -3.327 5.837 1.838
H -1.114 6.244 0.810
H -0.145 4.581 -0.732
H 0.627 1.765 0.648
H -0.463 1.392 2.813
H 0.188 2.751 4.788
H 1.909 4.515 4.543
H 2.904 4.976 2.332
H 4.239 2.133 1.244
H 6.686 2.130 1.325
H 7.992 3.743 -0.032
H 6.806 5.383 -1.460
H 4.341 5.432 -1.498
*
```

Properties
**Relative energy (zero: lowest compared OMol25 entry of this formula, charge and spin)**: 0.0 kcal/mol
**Frontier orbital gap (alpha / beta)**: 7.691 / 6.146 eV
**HOMO level (alpha / beta)**: -0.2940 / -0.2940 Ha
**⟨S²⟩**: 0.7531
**Largest force on an atom**: 0.49 eV/A
**Molecular weight**: 1268.27 Da

Atom charges from the Löwdin analysis, given in e for atoms 1 to 99: number 1, Ir, carries 1.573; number 2, O, carries 0.096; number 3, C, carries -0.255; number 4, C, carries 0.097; number 5, C, carries -0.147; number 6, N, carries -0.019; number 7, C, carries -0.175; number 8, C, carries 0.112; number 9, C, carries -0.549; number 10, O, carries 0.118; number 11, O, carries -0.169; number 12, C, carries -0.531; number 13, O, carries 0.106; number 14, O, carries -0.162; number 15, H, carries 0.122; number 16, H, carries 0.142; number 17, H, carries 0.147; number 18, O, carries -0.215; number 19, As, carries 0.948; number 20, O, carries -0.423; number 21, O, carries -0.560; number 22, C, carries -0.219; number 23, C, carries -0.094; number 24, C, carries -0.066; number 25, C, carries -0.055; number 26, C, carries -0.046; number 27, C, carries -0.264; number 28, S, carries 0.526; number 29, O, carries -0.254; number 30, O, carries -0.273; number 31, O, carries -0.495; number 32, H, carries 0.028; number 33, H, carries 0.095; number 34, H, carries 0.107; number 35, H, carries 0.109; number 36, H, carries 0.122; number 37, N, carries 0.094; number 38, S, carries 0.975; number 39, N, carries 0.081; number 40, S, carries 1.072; number 41, N, carries -0.441; number 42, S, carries 0.759; number 43, N, carries -0.386; number 44, C, carries -0.318; number 45, C, carries -0.065; number 46, C, carries -0.056; number 47, C, carries -0.072; number 48, C, carries -0.063; number 49, C, carries -0.069; number 50, C, carries -0.327; number 51, C, carries -0.064; number 52, C, carries -0.052; number 53, C, carries -0.066; number 54, C, carries -0.061; number 55, C, carries -0.074; number 56, C, carries -0.361; number 57, C, carries -0.087; number 58, C, carries -0.060; number 59, C, carries -0.069; number 60, C, carries -0.064; number 61, C, carries -0.056; number 62, C, carries -0.410; number 63, C, carries -0.061; number 64, C, carries -0.058; number 65, C, carries -0.066; number 66, C, carries -0.053; number 67, C, carries -0.098; number 68, C, carries -0.518; number 69, C, carries -0.133; number 70, C, carries -0.082; number 71, C, carries -0.082; number 72, C, carries -0.074; number 73, C, carries -0.080; number 74, C, carries -0.522; number 75, C, carries -0.080; number 76, C, carries -0.070; number 77, C, carries -0.091; number 78, C, carries -0.093; number 79, C, carries -0.119; number 80, H, carries 0.111; number 81, H, carries 0.113; number 82, H, carries 0.110; number 83, H, carries 0.113; number 84, H, carries 0.099; number 85, H, carries 0.085; number 86, H, carries 0.110; number 87, H, carries 0.107; number 88, H, carries 0.109; number 89, H, carries 0.123; number 90, H, carries 0.070; number 91, H, carries 0.112; number 92, H, carries 0.108; number 93, H, carries 0.109; number 94, H, carries 0.111; number 95, H, carries 0.094; number 96, H, carries 0.109; number 97, H, carries 0.107; number 98, H, carries 0.114; number 99, H, carries 0.072